#w
ORCA calculation (the ωB97M-V functional and the def2-TZVPD basis) on C2HF2I2N as an isolated structure.

```
! RIJCOSX wB97M-V def2-TZVPD def2/J DEFGRID3
* xyz 0 1
C 1.37 -1.88 1.43
C 1.96 -3.06 1.33
N -0.40 -2.64 -1.37
F 1.60 -3.91 0.35
F 2.81 -3.58 2.23
I 2.28 -0.52 2.64
I 0.26 -1.13 -0.36
H -1.41 -2.73 -1.43
*
```

The HOMO energy (alpha / beta) is -0.320 / -0.320 Eh. Its LUMO energy (alpha / beta) is -0.65 / -0.65 eV.

For reference, the Mulliken charges in units of e are:
1 C -0.32
2 C 0.44
3 N -0.59
4 F -0.16
5 F -0.19
6 I 0.13
7 I 0.50
8 H 0.19

#x
ORCA calculation (the ωB97M-V functional and the def2-TZVPD basis) on a 2-piece molecular cluster, C2HF2I2N overall.

```
! RIJCOSX wB97M-V def2-TZVPD def2/J DEFGRID3
* xyz 0 1
C -2.33 -0.44 -0.07
C -0.73 1.94 0.64
N -1.23 -0.75 -0.18
F -0.53 3.23 0.90
F -1.39 1.90 -0.58
I -4.17 0.11 -0.07
I 1.63 1.10 0.07
H 1.27 -0.37 0.72
*
```

The HOMO energy is -0.326 Eh. Its LUMO energy is 0.13 eV.

For reference, the Mulliken charges in units of e are:
1 C -0.01
2 C -0.02
3 N -0.31
4 F -0.10
5 F -0.12
6 I 0.36
7 I 0.03
8 H 0.17

Stability check: which of them is least stable? #w.

#w
ORCA calculation (the ωB97M-V functional and the def2-TZVPD basis) on an isolated ion of composition C4H7ClN and charge +1.

```
! RIJCOSX wB97M-V def2-TZVPD def2/J DEFGRID3
* xyz 1 1
Cl 3.02 -0.13 0.06
C 1.38 0.09 -0.13
C 0.66 1.20 0.05
C -0.91 0.99 -0.03
N -0.96 -0.58 0.16
C 0.29 -1.21 -0.26
H 1.13 2.15 0.16
H -1.39 1.59 0.88
H -1.16 1.22 -1.02
H -1.13 -0.66 1.19
H -1.81 -0.88 -0.32
H 0.34 -1.74 -1.21
H 0.52 -2.03 0.49
*
```

The HOMO energy is -0.511 Eh. Its SMILES is ClC1=CC[NH2+]C1. Its LUMO energy is -3.72 eV.

For reference, the Mulliken charges in units of e are:
1 Cl -0.11
2 C 0.29
3 C -0.44
4 C -0.50
5 N -0.19
6 C -0.55
7 H 0.42
8 H 0.34
9 H 0.33
10 H 0.40
11 H 0.35
12 H 0.31
13 H 0.34

#x
ORCA calculation (the ωB97M-V functional and the def2-TZVPD basis) on a 2-piece molecular cluster, C4H7ClN overall.

```
! RIJCOSX wB97M-V def2-TZVPD def2/J DEFGRID3
* xyz 1 1
C -0.51 -0.85 1.03
C -2.08 0.79 2.15
C -0.51 0.86 -0.90
C 0.81 -0.35 1.04
N -0.03 -0.38 -0.22
Cl -2.62 0.04 3.41
H -1.02 1.42 -0.02
H 0.31 1.31 -1.27
H -1.20 0.44 -1.63
H 1.05 0.59 1.34
H -0.94 -1.75 1.31
H 1.69 -0.98 1.01
H 0.27 -1.16 -0.73
*
```

The HOMO energy (alpha / beta) is -0.483 / -0.460 Eh. Its LUMO energy (alpha / beta) is -4.97 / -5.25 eV.

For reference, the Mulliken charges in units of e are:
1 C -0.62
2 C 0.09
3 C -0.65
4 C -0.09
5 N -0.01
6 Cl 0.14
7 H 0.27
8 H 0.34
9 H 0.33
10 H 0.27
11 H 0.38
12 H 0.26
13 H 0.29

Stability check: which of them is least stable? #x.

#w
ORCA calculation (the ωB97M-V functional and the def2-TZVPD basis) on an isolated ion of composition C2H7N4O and charge +1.

```
! RIJCOSX wB97M-V def2-TZVPD def2/J DEFGRID3
* xyz 1 1
H -1.78 -0.44 1.81
N -1.56 0.48 1.42
C -0.85 0.35 0.38
C -0.38 1.40 -0.58
O 0.95 1.18 -0.89
N 0.91 -0.24 -1.27
N -0.09 -0.75 0.09
N 0.62 -1.37 0.98
H -1.05 1.30 -1.53
H -0.42 2.43 -0.06
H 1.85 -0.54 -1.34
H 0.26 -0.52 -2.10
H 0.89 -0.94 1.94
H 0.64 -2.37 1.15
*
```

The HOMO energy is -0.535 Eh. Its SMILES is [H]/N=C1/CO[NH2+]N1N. Its LUMO energy is -4.81 eV.

For reference, the Mulliken charges in units of e are:
1 H 0.29
2 N -0.55
3 C 0.41
4 C -0.25
5 O -0.20
6 N -0.21
7 N 0.15
8 N -0.53
9 H 0.26
10 H 0.34
11 H 0.34
12 H 0.39
13 H 0.30
14 H 0.26

#x
ORCA calculation (the ωB97M-V functional and the def2-TZVPD basis) on a 2-piece molecular cluster, C2H7N4O overall.

```
! RIJCOSX wB97M-V def2-TZVPD def2/J DEFGRID3
* xyz 1 1
C -0.96 1.19 2.39
C 0.76 -0.68 -2.31
N -0.27 -0.57 -0.09
N 0.88 -0.69 0.45
N -0.35 -0.77 -1.36
N -0.06 1.84 2.82
O -1.63 0.59 1.67
H 1.63 -0.27 -1.66
H 0.89 -1.68 -2.67
H 0.56 0.03 -3.05
H -1.10 -0.32 0.39
H -1.30 -0.58 -1.63
H 0.88 -0.50 1.43
H 0.08 2.42 3.61
*
```

The HOMO energy is -0.561 Eh. Its LUMO energy is -4.95 eV.

For reference, the Mulliken charges in units of e are:
1 C 0.57
2 C -0.61
3 N 0.81
4 N -0.67
5 N -0.30
6 N -0.35
7 O -0.54
8 H 0.31
9 H 0.28
10 H 0.33
11 H 0.33
12 H 0.28
13 H 0.25
14 H 0.30

Stability check: which of them is least stable? #w.

#w
ORCA calculation (the ωB97M-V functional and the def2-TZVPD basis) on a 2-piece molecular cluster, C5H8BN overall.

```
! RIJCOSX wB97M-V def2-TZVPD def2/J DEFGRID3
* xyz 0 1
B 1.01 0.36 0.39
C 0.35 1.66 0.92
C -0.95 1.68 0.68
C -1.68 0.61 0.09
C -1.09 -0.52 -0.34
C 0.90 -1.85 -0.65
N 0.29 -0.68 -0.16
H 2.79 0.69 0.10
H 0.87 2.64 1.25
H -1.54 2.66 0.87
H -2.73 0.78 0.04
H -1.51 -1.51 -0.71
H 1.38 -2.39 0.09
H 0.20 -2.51 -1.21
H 1.71 -1.63 -1.36
*
```

The HOMO energy is -0.325 Eh. Its LUMO energy is 0.85 eV.

For reference, the Mulliken charges in units of e are:
1 B -0.28
2 C -0.30
3 C -0.08
4 C -0.50
5 C 0.00
6 C -0.84
7 N 0.21
8 H -0.11
9 H 0.26
10 H 0.21
11 H 0.36
12 H 0.18
13 H 0.32
14 H 0.24
15 H 0.33

#x
ORCA calculation (the ωB97M-V functional and the def2-TZVPD basis) on a 2-piece molecular cluster, C5H8BN overall.

```
! RIJCOSX wB97M-V def2-TZVPD def2/J DEFGRID3
* xyz 0 1
B -0.98 1.16 1.21
N -0.47 0.05 0.62
C 0.13 -0.87 -0.03
C 1.49 -1.45 0.28
C 2.56 -0.73 0.69
H -1.82 1.23 2.12
H -0.62 2.21 0.53
H -0.29 -1.30 -0.93
H 1.55 -2.37 -0.24
H 2.65 0.30 1.06
H 3.37 -1.41 0.90
C -2.44 0.70 -1.31
C -1.42 0.96 -1.87
H -3.19 0.40 -0.64
H -0.53 1.11 -2.40
*
```

The HOMO energy is -0.349 Eh. Its SMILES is B/N=C\C=C.C#C. Its LUMO energy is 0.21 eV.

For reference, the Mulliken charges in units of e are:
1 B 0.18
2 N -0.28
3 C -0.01
4 C -0.42
5 C -0.64
6 H -0.06
7 H -0.05
8 H 0.39
9 H 0.33
10 H 0.29
11 H 0.26
12 C -0.02
13 C -0.78
14 H 0.39
15 H 0.42

#y
ORCA calculation (the ωB97M-V functional and the def2-TZVPD basis) on a 2-piece molecular cluster, C5H8BN overall.

```
! RIJCOSX wB97M-V def2-TZVPD def2/J DEFGRID3
* xyz 0 1
B -1.61 -0.44 -1.04
N -0.80 0.07 -0.05
C 0.22 0.38 0.63
C 0.75 1.70 0.88
C 0.83 2.55 -0.12
H -2.71 -0.90 -1.07
H -1.07 -0.27 -2.10
H 0.91 -0.43 1.23
H 1.33 1.82 1.74
H 0.45 2.58 -1.16
H 1.46 3.50 0.06
C 1.34 -3.01 -0.27
C 0.22 -3.44 -0.05
H 2.35 -2.89 -0.64
H -0.72 -3.82 0.25
*
```

The HOMO energy is -0.347 Eh. Its SMILES is B/N=C/C=C.C#C. Its LUMO energy is 0.51 eV.

For reference, the Mulliken charges in units of e are:
1 B 0.08
2 N -0.21
3 C 0.17
4 C -0.36
5 C -0.56
6 H -0.06
7 H -0.06
8 H 0.19
9 H 0.35
10 H 0.26
11 H 0.20
12 C -0.46
13 C -0.28
14 H 0.34
15 H 0.41

Stability check: which of them is least stable? #x.